Here is an isolated ion of composition C7H10NO and charge +1 in a non-equilibrium geometry from the OMol25 dataset. Energies are from ωB97M-V/def2-TZVPD.

Geometry as XYZ:
```
19
Properties=species:S:1:pos:R:3:forces:R:3
H 1.4204 1.1433 -0.7617 -0.147 -0.694 -0.387
H 0.4830 3.4639 1.6622 0.047 -0.432 -0.208
C -1.3012 -1.6025 -0.3423 2.332 -1.328 1.149
H -0.0334 -3.5874 1.0771 -0.285 0.312 -0.301
H 1.5844 -0.8251 0.8554 -0.325 0.073 -1.843
N 1.0763 -0.8308 -0.0985 1.782 0.163 0.508
C 0.2065 1.4457 0.8842 1.230 0.383 -0.335
C -1.5549 -0.4567 -1.1791 -0.546 3.095 -0.741
C 0.0136 -1.8058 0.1458 -3.920 -1.477 -0.498
H 1.8142 -0.9987 -0.9035 -1.801 -0.548 1.886
H -1.0436 1.4897 -1.6809 0.482 0.713 -0.339
C -0.6702 0.5867 -1.2602 -0.470 -2.748 1.215
H -2.2055 -2.2631 -0.1284 1.855 0.616 -0.006
H 1.4394 2.9474 0.1581 0.394 0.516 -0.457
H -0.4555 1.0050 1.6373 0.009 0.414 -0.335
C 0.7330 2.7052 0.9171 -1.307 -2.249 0.615
H -2.5939 -0.1793 -1.5951 1.735 -1.239 0.601
O 0.5054 -2.7906 0.9789 0.166 1.337 -0.838
C 0.5822 0.5531 -0.3663 -1.232 3.093 0.314
```
Positions in Å, forces in eV/Å.

Computed properties:
* Kohn-Sham gap: 0.31747 Eh
* charge: +1
* ΔE to the lowest compared entry with this formula, charge and spin: 227.0 kJ/mol
* SMILES: C=C[C@@H]1C=CC=C(O)[NH2+]1
* LUMO level: -3.99 eV

Charges per atom according to Mulliken partitioning, unit e: 0.4334, 0.2901, -0.5175, 0.3878, 0.4439, -0.0776, -0.2505, -0.2279, 0.3338, 0.4434, 0.4223, -0.4884, 0.3238, 0.2257, 0.3608, -0.6856, 0.2819, -0.5049, -0.1945